184
Properties=species:S:1:pos:R:3:forces:R:3 method="wB97M-V/def2-TZVPD" total_charge=+4 e_lumo_ev=-10.61
C -0.452793 5.070076 1.682595 0.3591 -1.6020 0.9155
C -1.341493 6.295230 1.889533 0.7455 -1.7026 -0.7924
C -1.989615 6.490337 0.500676 -1.0382 1.3476 0.2864
C -3.394747 7.295196 0.592738 1.3449 -1.0881 -1.9984
C -4.377444 6.548551 1.537088 1.7769 1.3744 0.3552
C -3.825596 6.473896 2.970391 0.6858 0.1905 0.2344
N -2.402492 5.826423 2.950788 -1.1053 1.7743 -0.9880
O -2.134219 5.083220 3.802240 0.8835 -0.4454 0.2715
C -4.693130 5.649360 3.889725 0.1800 -0.6343 1.0558
C -3.612499 7.924743 3.589282 -1.5471 -1.3556 -0.5335
C -0.556954 7.527235 2.353628 -1.6631 0.4823 0.3329
H -1.034506 4.148185 1.458557 -0.0716 0.8359 -0.0300
H 0.130773 4.754756 2.564900 -0.0086 0.5993 -0.2157
H 0.228323 5.201066 0.845758 0.0476 0.3787 0.0251
H -2.192776 5.472466 0.135138 -0.0087 0.4217 -0.2588
H -1.160341 7.020194 -0.117543 -1.7013 -0.8489 0.7939
H -3.849357 7.235290 -0.443684 0.5008 0.2178 1.0658
H -3.144614 8.369145 0.740998 -0.6661 -0.7066 0.3901
H -4.545937 5.542846 1.177815 -0.2377 -0.0482 -0.1204
H -5.274469 7.140269 1.628173 -0.5918 -0.0779 -0.1252
H -4.204220 5.484407 4.857567 0.1318 0.1509 -0.1609
H -4.963921 4.627775 3.554389 0.0725 0.9138 -0.3051
H -5.540258 6.265676 4.170297 -0.4549 -0.1784 -0.3716
H -3.343027 8.616175 2.833712 0.5020 0.6151 -0.6672
H -2.911837 7.975817 4.409453 -0.1033 -0.1201 0.3642
H -4.652415 8.205065 3.854550 0.7749 -0.0077 0.3844
H -1.306006 8.368321 2.404794 1.2233 -0.5652 0.2447
H 0.167799 7.765337 1.583970 0.0687 -0.0438 -0.1774
H -0.015603 7.363265 3.289040 -0.2965 0.1339 -0.0022
C 4.011505 -0.291719 9.560141 3.7803 -1.5860 0.0476
C 3.784784 1.054777 9.015906 1.8665 1.1906 -1.1794
C 3.511801 2.033488 10.169158 1.3884 -2.9465 2.6466
C 4.125574 3.326473 10.306707 -2.9954 -0.4540 0.2940
C 5.124041 3.825444 9.393000 -0.9419 1.8071 -0.6347
C 5.359368 3.281945 7.995903 3.4209 -3.9212 2.9693
N 5.195062 1.503918 8.321996 1.2456 -2.8663 1.3592
O 6.008430 0.577644 8.148085 -2.5412 4.1525 0.0689
C 6.841470 3.415193 7.668684 -1.0364 -0.9015 -1.8634
C 4.441638 3.302605 6.904427 -2.8891 1.9344 -1.8660
C 2.765634 1.101133 7.929261 -0.9765 -0.1004 -0.7042
H 4.258394 -1.202350 8.954907 -0.3221 1.3254 -0.4293
H 3.202819 -0.604980 10.117662 -1.8199 -0.3345 1.5685
H 4.938246 -0.175076 10.203461 -1.1894 -0.5636 -0.2347
H 4.008683 1.195167 11.184199 -1.2349 2.6351 -2.0501
H 2.455397 2.013922 10.461871 0.0812 0.0305 -0.0783
H 8.670906 7.005547 7.128278 -0.1899 -0.1722 0.0825
H 3.549572 3.883469 11.125957 1.7304 -0.1261 -1.2821
H 5.981420 3.926342 10.022478 1.6212 -0.1728 -0.0866
H 4.985433 4.885089 9.110408 -0.3899 0.3745 0.5109
H 7.050930 4.471177 7.567701 0.3232 0.3145 -0.0534
H 6.972508 2.904991 6.684834 0.2508 0.6425 0.5418
H 7.508821 2.925502 8.358098 0.0035 0.0611 0.5202
H 4.633569 4.138786 6.238445 0.3230 0.4451 0.0389
H 3.378201 3.425597 7.173046 0.5928 -0.0236 0.1385
H 4.484443 2.463145 6.240114 0.4100 -0.5329 -0.1517
H 2.189810 2.019480 7.942863 -0.1594 -0.0141 -0.0719
H 2.096521 0.259062 8.047168 -0.3295 -0.1022 0.1685
H 3.199819 0.974003 6.947061 0.0409 -0.0876 -0.1656
C 8.150876 -0.581476 -5.758644 2.0387 -1.6363 -1.3027
C 7.388846 -1.153819 -4.548791 1.6426 0.5025 -0.3455
C 7.792061 -2.582314 -4.369795 -3.7212 0.8101 6.1680
C 7.822813 -3.433842 -5.267569 -3.0428 -7.6480 -7.0125
C 7.305157 -4.416091 -6.237717 4.2049 5.5667 4.5940
C 6.254489 6.572203 -8.863721 2.1267 6.8391 1.9052
N 6.085499 5.579041 -9.386397 -3.5939 -10.4349 -8.0176
O 5.870111 4.772397 -10.228795 0.7076 1.2144 2.9742
C 5.559055 7.731026 -9.648016 -0.9315 -1.1733 -0.5369
C 7.704815 6.790564 -8.440028 -0.0877 -1.6021 -0.0772
C 7.849605 -0.607902 -3.217927 1.3348 1.8928 -0.6735
H 7.732440 -1.015928 -6.707763 -0.1852 0.4948 0.8884
H 9.217001 -1.132397 -5.842565 -1.7639 2.2023 0.5222
H 8.051219 0.533493 -5.833643 0.7267 -0.9682 0.1545
H 6.434097 -0.808209 -4.880485 -1.6299 -0.9317 0.7040
H 7.471465 -2.916364 -3.075084 1.8742 0.4015 -3.9496
H 7.146899 -12.798568 13.026487 0.0074 -0.0095 0.0099
H 1.995624 8.716311 -1.681730 -0.0529 -0.0715 0.0314
H 7.911001 -4.610523 -7.073447 0.4956 -0.9059 -0.7576
H 6.372145 -4.805503 -6.004122 -1.6325 -0.4278 -0.0860
H 5.739758 7.829647 -10.742458 0.0298 -0.9427 0.7665
H 6.046166 8.480224 -9.180598 1.2060 3.1568 1.2835
H 4.528424 7.758804 -9.384272 -0.8429 0.0222 -0.0486
H 7.500964 7.622100 -7.828991 1.2867 1.2509 1.0630
H 8.099997 7.010323 -9.474114 0.4939 -0.0088 1.5232
H 8.113407 5.861084 -7.903681 -0.3217 1.7252 -0.9112
H 8.644742 -1.280748 -2.928116 0.9821 0.6950 -0.0047
H 7.244216 -0.717939 -2.330537 -1.0476 0.4856 -0.1535
H 8.223094 0.418659 -3.466439 -0.2798 -0.5323 1.2535
C -5.742096 4.719111 -2.161413 1.5142 -0.8820 0.1738
C -4.762480 4.548405 -3.354147 -1.3645 0.8500 0.6054
C -3.823526 5.716177 -3.310098 1.8856 -1.0435 -1.5273
C -2.467483 5.441480 -4.145140 -0.2893 2.2441 0.3503
C -1.775720 4.223173 -3.531809 -0.2970 0.7291 0.2601
C -2.660739 3.002792 -3.714109 1.6923 -1.2860 -0.3315
N -4.025475 3.250812 -3.274152 -3.1655 -1.5144 0.0101
O -4.737658 2.308681 -3.042093 1.5328 1.0376 0.0342
C -2.067630 1.863521 -2.904472 -0.2571 -1.5232 -0.3476
C -2.777340 2.562530 -5.185858 -3.7619 0.1063 -0.1521
C -5.601588 4.581498 -4.625452 -0.6576 0.5352 -0.2248
H -5.148174 4.669566 -1.251187 -0.0877 0.3728 0.1885
H -6.518037 4.006187 -2.036537 -0.5648 -0.9986 -0.4022
H -6.224845 5.644702 -2.344876 -0.2139 1.0983 0.1760
H -3.535320 5.804230 -2.273877 0.3368 0.4979 0.3211
H -4.365648 6.593461 -3.650852 0.1607 0.1267 0.0283
H -1.926022 6.418598 -3.967129 -0.0125 -1.2710 -0.1627
H -2.520635 5.390398 -5.279587 -0.4891 -0.1446 1.4291
H -1.685775 4.330635 -2.429728 0.2264 0.2346 -0.5549
H -0.771309 4.013826 -3.958611 -0.7288 0.1094 0.2234
H -2.550512 0.863213 -3.025777 0.6724 0.7097 -0.8540
H -2.217092 1.959455 -1.871566 -0.1908 1.0116 1.6641
H -0.987428 1.879904 -3.063436 -0.2029 -0.4483 -0.2798
H -3.313165 3.312690 -5.791513 0.6317 0.0025 0.1139
H -3.449148 1.677434 -5.316493 0.5570 0.4477 0.6119
H -1.886075 2.289183 -5.632353 2.1126 -0.1662 -0.5321
H -6.200920 3.692687 -4.797985 0.1328 -0.1394 -0.0366
H -5.035500 4.884615 -5.477437 0.6821 -0.3998 -0.8228
H -6.293469 5.437225 -4.547336 0.0912 -0.4471 0.3983
C -6.064264 -2.417473 0.215926 -3.1688 -1.7786 -0.9866
C -4.719528 -2.749120 -0.368052 1.8508 0.6991 -0.1871
C -3.576481 -2.643651 0.724401 -1.0420 0.6972 0.3874
C -3.861148 -3.547122 1.939368 0.6455 0.1005 -1.5685
C -3.568477 -4.903448 1.356105 -1.1511 -1.1055 0.7306
C -4.528622 -5.299336 0.170512 0.4226 -0.2519 1.2635
N -4.692580 -4.135636 -0.800321 -0.1509 -1.6550 -1.2978
O -4.761465 -4.384490 -1.966293 0.0040 0.0158 1.3171
C -6.000548 -5.755812 0.657231 1.5814 0.8857 -1.2177
C -3.872849 -6.444490 -0.579886 0.0613 -0.9145 -1.0904
C -4.371879 -1.888083 -1.645635 0.4248 -0.0344 2.4545
H -6.873454 -2.571511 -0.608809 1.3246 0.3385 1.2956
H -6.124380 -1.407725 0.502300 0.2810 1.4734 0.1456
H -6.478211 -2.975173 1.100997 0.9493 0.2644 -0.9204
H -3.687142 -1.630739 1.007727 -0.0407 1.3829 0.4025
H -2.541033 -2.706872 0.365551 -0.3816 -0.5476 -0.3697
H -4.890493 -3.473124 2.295166 0.2168 0.0985 0.0779
H -3.169093 -3.353343 2.754348 -0.0296 0.1890 0.0633
H -3.748167 -5.647795 2.160409 0.2104 -0.0533 -0.6955
H -2.522141 -4.964037 1.038607 -0.2038 -0.0270 -0.0971
H -6.503518 -5.908621 -0.278767 -0.5912 -0.3469 -0.4489
H -6.582477 -4.987710 1.179537 0.5054 -0.5508 0.3802
H -5.869303 -6.734814 1.123696 -0.1923 0.4300 0.3371
H -3.012398 -6.229161 -1.251245 -0.5046 0.7099 0.4893
H -4.612196 -6.954352 -1.224003 0.3151 -0.0031 0.3864
H -3.442188 -7.159608 0.133727 -0.6700 0.3445 0.0826
H -4.248435 -0.890822 -1.188307 -0.0613 -0.1217 -0.5422
H -5.185347 -1.878124 -2.365102 0.2655 -0.1335 -0.1667
H -3.377814 -2.260958 -1.956583 -0.5626 0.2487 -0.5232
C 2.063888 -10.039512 0.012485 0.7674 -0.1284 0.9962
C 0.614893 -10.311360 -0.327919 -0.1110 -0.0997 -0.2046
C -0.396189 -9.186239 0.167377 0.0834 -1.6414 -0.3680
C -1.693102 -9.225251 -0.716078 1.3564 0.4774 0.7212
C -1.313645 -8.716186 -2.095549 1.2396 -1.5556 0.0438
C -0.465728 -9.851002 -2.806838 -0.0024 1.8868 0.7000
N 0.608577 -10.416271 -1.851350 -2.2241 0.1574 0.5160
O 1.307207 -11.212005 -2.319314 1.7370 -0.8176 -0.7864
C 0.284287 -9.360544 -4.021592 -0.7320 -0.0434 -1.2926
C -1.240622 -11.117129 -3.188894 0.8395 -1.0417 -0.7657
C 0.327347 -11.786238 0.150850 -0.6202 -0.2509 -0.8298
H 2.245202 -8.976156 -0.073773 0.3764 0.2367 -0.3778
H 2.787435 -10.654981 -0.630087 -1.0049 0.8502 1.3967
H 2.122907 -10.223587 1.127271 0.4533 -0.1598 -1.3086
H 0.054802 -8.171017 0.085946 -0.1538 -0.7615 0.1744
H -0.595786 -9.469569 1.234012 0.0890 0.5267 -0.8552
H -2.415586 -8.590296 -0.210370 -0.1651 -0.3552 -0.2811
H -2.056483 -10.250438 -0.838651 -0.2592 0.2230 0.4905
H -0.939739 -7.692684 -2.161084 0.7971 -0.0888 0.3298
H -2.133065 -8.694901 -2.731753 -2.0068 0.0615 -1.0804
H 1.024226 -8.565698 -3.915835 -0.2643 -0.0234 0.4072
H -0.513476 -9.025922 -4.718383 0.5619 0.0922 0.3391
H 0.726590 -10.225437 -4.508434 0.3215 0.0930 -0.1165
H -1.938734 -11.045981 -4.027663 -0.3752 0.8452 0.5777
H -1.654763 -11.667265 -2.343476 -0.1822 0.1295 -0.1789
H -0.488624 -11.754909 -3.690699 -0.2262 -0.0906 0.6266
H -0.705100 -12.148894 -0.060089 0.5790 0.4996 0.3610
H 0.539841 -11.760869 1.202300 -0.3331 -0.0907 0.6280
H 1.005088 -12.576527 -0.259972 -0.2805 1.1016 0.0028
O -4.669355 1.972989 1.122973 0.6637 0.5314 -1.6262
C -3.777461 3.052859 0.895679 -1.1129 -1.9317 -3.6573
O -3.439877 3.675549 1.872475 1.0404 1.4190 1.9045
O -3.496038 3.205281 -0.338665 -0.2132 0.2369 1.4440
H -4.654272 1.837582 2.050115 -0.1661 -0.1261 1.5460
O -0.164257 -3.521478 -0.691029 -1.3791 2.9318 1.9923
C -0.637244 -4.213645 -1.722004 2.7212 -5.4977 -0.5008
O -1.612287 -3.735578 -2.234073 -2.5441 0.9646 -1.2844
O -0.059267 -5.378460 -1.939614 -1.2285 2.3990 0.3028
H 0.707481 -3.555619 -0.375316 1.8146 -1.1495 -0.0899